Version a
Here is 2 unconnected molecules or ions with the total composition CH3NO2S from the Open Molecules 2025 dataset. Energies are from ωB97M-V/def2-TZVPD.

Values from the calculation:
Gap between HOMO and LUMO   8.579 eV
M   93.107 Da
HOMO energy   -8.7 eV

```
! RIJCOSX wB97M-V def2-TZVPD def2/J DEFGRID3
* xyz 0 1
O -0.3241 -0.7347 0.6283
N -1.3733 -1.1558 1.0142
O -1.5086 -2.1712 1.6519
H -2.3147 -0.6123 0.9136
C 1.4188 1.0532 -1.0789
S 0.9617 2.5763 -1.0869
H 0.6685 0.3602 -1.4037
H 2.4716 0.6842 -0.6385
*
```

Version b
Here is 2 unconnected molecules or ions with the total composition CH3NO2S from the Open Molecules 2025 dataset. Energies are from ωB97M-V/def2-TZVPD.

Values from the calculation:
Gap between HOMO and LUMO (alpha / beta)   7.720 / 8.264 eV
M   93.107 Da
HOMO energy (alpha / beta)   -7.8 / -8.4 eV

```
! RIJCOSX wB97M-V def2-TZVPD def2/J DEFGRID3
* xyz 0 1
C -0.8824 1.1471 -1.4154
N 1.1734 -0.7435 1.2214
O -1.7351 0.7268 -2.1375
O -1.1417 -1.3994 0.7818
S -0.4004 -0.1871 1.0970
H -0.2221 2.0525 -1.6843
H 1.8706 -0.0553 1.5018
H 1.3377 -1.5411 0.6351
*
```

Version c
Here is a single CH3NO2S molecule from the Open Molecules 2025 dataset. Energies are from ωB97M-V/def2-TZVPD.

Values from the calculation:
Gap between HOMO and LUMO   10.825 eV
M   93.107 Da
HOMO energy   -10.4 eV

```
! RIJCOSX wB97M-V def2-TZVPD def2/J DEFGRID3
* xyz 0 1
N 1.3011 -1.3388 -0.1054
S 0.5296 -0.0071 0.0618
O 1.2304 1.1350 0.5878
C -1.2264 0.3380 -0.0548
O -0.3513 0.3273 -1.2365
H 2.0137 -1.3562 0.6046
H -1.9836 -0.4314 -0.1064
H -1.5135 1.3332 0.2488
*
```

Version d
Here is a molecular structure, CH3NO2S from the Open Molecules 2025 dataset. Energies are from ωB97M-V/def2-TZVPD.

Values from the calculation:
Gap between HOMO and LUMO   9.215 eV
M   93.107 Da
HOMO energy   -8.7 eV

```
! RIJCOSX wB97M-V def2-TZVPD def2/J DEFGRID3
* xyz 0 1
C -0.1474 1.4688 1.2118
N -0.1150 -1.3549 -1.2539
O -0.1873 1.9604 2.2470
O -0.2518 -0.3070 1.2155
S 0.7980 -0.5572 -0.0894
H 0.0807 1.7007 0.2014
H -0.5214 -0.7448 -1.9399
H 0.3443 -2.1659 -1.5925
*
```

version d wins, 27.5 kcal/mol ahead of the next structure.

Version a
Here is a single CH5N3S molecule from the Open Molecules 2025 dataset. Energies are from ωB97M-V/def2-TZVPD.

Values from the calculation:
Gap between HOMO and LUMO   9.256 eV
M   91.139 Da
HOMO energy   -8.7 eV

```
! RIJCOSX wB97M-V def2-TZVPD def2/J DEFGRID3
* xyz 0 1
N -1.3000 -1.2198 -0.5196
N -0.8076 -0.9211 0.7690
C 0.2123 -0.2249 0.8597
N 0.9739 0.2569 -0.1905
S 2.1037 1.5292 -0.0542
H -2.2634 -1.5662 -0.3616
H -1.3231 -0.3905 -1.1491
H 0.6793 -0.1395 1.8127
H 0.5704 0.2122 -1.1625
H 1.1544 2.4637 -0.0040
*
```

Version b
Here is a single CH5N3S molecule from the Open Molecules 2025 dataset. Energies are from ωB97M-V/def2-TZVPD.

Values from the calculation:
Gap between HOMO and LUMO   9.788 eV
M   91.139 Da
HOMO energy   -9.1 eV

```
! RIJCOSX wB97M-V def2-TZVPD def2/J DEFGRID3
* xyz 0 1
H -1.1076 -1.7527 0.0239
N -1.1647 -0.7555 -0.2498
C 0.0533 -0.3088 -0.0678
N 1.1689 -0.9501 0.3964
N 0.2524 1.0313 -0.3348
S -1.1484 2.1303 -0.6697
H 1.0683 -1.9289 0.2905
H 1.9495 -0.6018 -0.0948
H 0.7699 1.4833 0.3839
H -1.8417 1.6527 0.3223
*
```

Version c
Here is a molecular structure, CH5N3S from the Open Molecules 2025 dataset. Energies are from ωB97M-V/def2-TZVPD.

Values from the calculation:
Gap between HOMO and LUMO   8.903 eV
M   91.139 Da
HOMO energy   -8.5 eV

```
! RIJCOSX wB97M-V def2-TZVPD def2/J DEFGRID3
* xyz 0 1
C 0.5386 -0.1419 -0.0212
H -1.7896 -1.0637 0.8943
H -1.1397 -1.6197 -0.4658
H -0.9022 1.3968 -0.4705
H 1.2775 1.9856 -0.2281
H 2.3210 0.6843 0.4713
N -1.8452 -0.5624 -0.0062
N -0.7691 0.3327 -0.0969
N 1.4770 0.8289 -0.0042
S 0.8319 -1.8406 -0.0726
*
```

version b wins, 25.6 kcal/mol ahead of the next structure.

Version a
Here is 2 unconnected molecules or ions with the total composition C4H9NO2S2 from the Open Molecules 2025 dataset. Energies are from ωB97M-V/def2-TZVPD.

Values from the calculation:
Gap between HOMO and LUMO   9.970 eV
M   167.255 Da
HOMO energy   -9.5 eV

```
! RIJCOSX wB97M-V def2-TZVPD def2/J DEFGRID3
* xyz 0 1
C -1.0392 -1.9106 0.0024
N -0.2524 -1.8509 0.9696
C -0.1924 -0.6502 1.7517
C 1.2216 -0.0814 1.6678
C 1.5522 0.4673 0.3037
O 0.7870 0.6780 -0.6022
O 2.8604 0.7314 0.2059
H -1.0577 -2.8132 -0.5927
H -1.7115 -1.1018 -0.2984
H -0.4023 -0.9281 2.7878
H -0.9243 0.1045 1.4201
H 1.3507 0.7301 2.3864
H 1.9520 -0.8584 1.8986
H 3.0711 1.1031 -0.6652
S -2.8221 1.8719 -2.4293
S -1.4816 0.7826 -3.5337
H -2.3521 3.1008 -2.6979
H -0.5591 0.6250 -2.5749
*
```

Version b
Here is a molecular structure, C4H9NO2S2 from the Open Molecules 2025 dataset. Energies are from ωB97M-V/def2-TZVPD.

Values from the calculation:
Gap between HOMO and LUMO   9.614 eV
M   167.255 Da
HOMO energy   -9.1 eV

```
! RIJCOSX wB97M-V def2-TZVPD def2/J DEFGRID3
* xyz 0 1
C -0.5941 1.2599 -0.0431
C 2.7051 0.7583 -0.2847
C -2.3547 -1.1274 -0.4004
C 0.0209 -0.0092 -0.5633
N 0.3840 -1.1228 0.8991
O -0.1636 -0.8108 1.8916
O 1.2393 -1.9398 0.7901
S 1.4977 0.1332 -1.5357
S -1.0563 -0.9973 -1.5941
H -0.0905 2.1106 -0.2010
H -0.6450 1.0942 1.0914
H -1.6730 1.4545 -0.2813
H 3.7254 0.9916 -0.4525
H 2.6733 -0.0429 0.5051
H 2.2775 1.6013 0.3585
H -2.0490 -0.4870 0.4816
H -2.5425 -2.2116 -0.0764
H -3.3545 -0.6548 -0.5850
*
```

version a wins, 103.2 kcal/mol ahead of the next structure.

Version a
Here is 2 unconnected molecules or ions with the total composition CH7N4O from the Open Molecules 2025 dataset. Energies are from ωB97M-V/def2-TZVPD.

Values from the calculation:
Gap between HOMO and LUMO (alpha / beta)   9.038 / 9.208 eV
M   91.094 Da
HOMO energy (alpha / beta)   -14.0 / -14.7 eV

```
! RIJCOSX wB97M-V def2-TZVPD def2/J DEFGRID3
* xyz 1 1
C -0.2449 0.3606 0.4249
N 0.2922 0.7457 1.5160
N -1.5387 1.0403 0.3477
N 0.1474 -0.7032 -0.3498
N 0.1716 -0.8104 -1.6959
O 2.0378 -1.1390 0.2244
H 1.2813 0.5335 1.6160
H -1.5985 1.8536 -0.2475
H -1.5982 1.2829 1.3351
H 0.5728 -0.0114 -2.1331
H -2.1157 0.2442 -0.0654
H 0.5003 -1.6797 -1.9801
H 2.0925 -1.7170 1.0076
*
```

Version b
Here is a gas-phase ion, CH7N4O (charge +1) from the Open Molecules 2025 dataset. Energies are from ωB97M-V/def2-TZVPD.

Values from the calculation:
Gap between HOMO and LUMO   10.063 eV
M   91.094 Da
HOMO energy   -13.9 eV

```
! RIJCOSX wB97M-V def2-TZVPD def2/J DEFGRID3
* xyz 1 1
C 0.0227 -1.3421 0.0362
N 1.0047 -0.2688 -0.3178
N 0.7597 1.0431 0.1469
N -0.5377 1.4354 -0.3062
O -1.5713 0.3429 0.3123
N -1.3481 -0.8312 -0.1804
H 0.2213 -2.2041 -0.6622
H 0.0839 -1.5713 1.0506
H 1.9090 -0.5770 -0.2012
H 0.8650 1.1760 1.2026
H 1.3599 1.8202 -0.2056
H -1.0542 2.2741 0.1077
H -1.7148 -1.2972 -0.9828
*
```

version a wins, 38.6 kcal/mol ahead of the next structure.

Version a
Here is a molecular structure, H3INP from the Open Molecules 2025 dataset. Energies are from ωB97M-V/def2-TZVPD.

Values from the calculation:
Gap between HOMO and LUMO (alpha / beta)   7.171 / 7.829 eV
M   174.909 Da
HOMO energy (alpha / beta)   -8.6 / -8.8 eV

```
! RIJCOSX wB97M-V def2-TZVPD def2/J DEFGRID3
* xyz 0 1
N -1.1783 -0.4840 0.0854
P -0.0511 0.7689 -0.1280
I -3.0475 0.0111 -0.0175
H -0.4228 -1.1776 -1.5592
H -0.3630 1.6657 0.9844
H 1.0488 0.2536 0.5148
*
```

Version b
Here is a single H3INP molecule from the Open Molecules 2025 dataset. Energies are from ωB97M-V/def2-TZVPD.

Values from the calculation:
Gap between HOMO and LUMO   8.148 eV
M   174.909 Da
HOMO energy   -8.7 eV

```
! RIJCOSX wB97M-V def2-TZVPD def2/J DEFGRID3
* xyz 0 1
P 0.1493 0.1565 -1.3031
N -0.5632 0.3990 0.7736
I -2.0226 -0.9056 1.2896
H 1.1436 1.1141 -1.0845
H 1.0071 -0.8966 -0.9441
H 0.2858 0.1325 1.2685
*
```

version b wins, 67.8 kcal/mol ahead of the next structure.

Version a
Here is a single C2HBrF3NO molecule from the Open Molecules 2025 dataset. Energies are from ωB97M-V/def2-TZVPD.

Values from the calculation:
Gap between HOMO and LUMO   9.160 eV
M   191.934 Da
HOMO energy   -10.2 eV

```
! RIJCOSX wB97M-V def2-TZVPD def2/J DEFGRID3
* xyz 0 1
O 0.9039 1.5323 1.5138
N -0.0871 0.9735 1.1590
C -0.1616 0.5755 -0.2635
Br -2.0299 0.7826 -0.6565
C 0.1484 -0.9202 -0.1749
F 1.4053 -1.0697 0.0841
F -0.6254 -1.4302 0.7537
F -0.0918 -1.6280 -1.3922
H 0.5382 1.1842 -1.0234
*
```

Version b
Here is a single C2HBrF3NO molecule from the Open Molecules 2025 dataset. Energies are from ωB97M-V/def2-TZVPD.

Values from the calculation:
Gap between HOMO and LUMO   11.338 eV
M   191.934 Da
HOMO energy   -10.7 eV

```
! RIJCOSX wB97M-V def2-TZVPD def2/J DEFGRID3
* xyz 0 1
F -1.1497 0.2174 -1.3421
C -0.5843 -0.3282 -0.2960
F -0.5771 -1.6603 -0.6052
N -0.9561 0.1362 0.8999
O 0.3843 0.5137 1.3464
C 0.9031 0.0977 -0.0533
F 1.1936 1.2407 -0.6429
Br 2.3027 -1.1549 -0.0680
H -1.5164 0.9376 0.7611
*
```

version a wins, 5.1 kcal/mol ahead of the next structure.